w.
C8H5N5O2S in the gas phase. Source: OMol25; level of theory: ωB97M-V/def2-TZVPD.

HOMO, Ha: -0.3240
HOMO-LUMO gap, eV: 6.669
E_LUMO, eV: -2.15
SMILES string: O=[N+]([O-])c1ccc(C2=NN2n2ccnc2)s1

Structure (ORCA input):
```
! RIJCOSX wB97M-V def2-TZVPD def2/J DEFGRID3
* xyz 0 1
O 3.30424 0.82923 3.85466
O 2.96911 -1.23642 3.23503
N 0.80081 -2.96935 -1.63935
N -1.54466 0.61527 -1.36117
S 0.66086 -0.82576 1.57739
C 0.26714 -1.78434 -1.73086
C -0.09155 -3.79253 -0.98802
C 0.04810 1.72670 1.34691
C 1.12390 1.67685 2.29110
C -0.25750 0.47283 0.87306
C -1.17431 -3.07640 -0.58063
C 1.57136 0.38806 2.48586
C -1.34516 0.28076 -0.05016
N -0.93476 -1.77541 -1.06142
N 2.68729 -0.04730 3.22740
N -1.79009 -0.64800 -0.84165
H 0.71351 -0.95461 -2.25637
H 0.05426 -4.83392 -0.72674
H -0.43431 2.61035 0.97060
H 1.55164 2.57374 2.78021
H -2.03934 -3.51199 -0.05735
*
```

x.
C8H5N5O2S in the gas phase. Source: OMol25; level of theory: ωB97M-V/def2-TZVPD.

HOMO, Ha: -0.3223
HOMO-LUMO gap, eV: 6.523
E_LUMO, eV: -2.25
SMILES string: O=[N+]([O-])c1ccc(C2=NN2n2ccnc2)s1

Structure (ORCA input):
```
! RIJCOSX wB97M-V def2-TZVPD def2/J DEFGRID3
* xyz 0 1
O 3.72723 0.75311 -2.99827
O 3.42406 2.79010 -2.02283
N -2.73901 -1.39430 -0.70258
N 0.61086 -2.33798 1.75507
S 2.42413 -0.55486 -0.66210
C -1.57780 -1.65410 -0.24527
C -3.44304 -0.72572 0.34264
C 0.62401 1.17406 0.39207
C 1.30637 1.89905 -0.71957
C 1.15928 -0.07383 0.49500
C -2.61444 -0.62010 1.42959
C 2.25979 1.01994 -1.28207
C 0.71384 -0.98144 1.61082
N -1.44423 -1.23211 1.04040
N 3.18420 1.53580 -2.17704
N -0.39605 -1.48527 1.95022
H -0.82217 -2.23271 -0.83671
H -4.45631 -0.33349 0.20035
H -0.16975 1.51829 1.12645
H 1.11535 2.91960 -0.98790
H -2.88629 0.01595 2.29170
*
```

Which structure is most stable? w, by 1.553 eV over the runner-up.

w.
2 unconnected molecules or ions with the total composition C3H7O3. Source: OMol25; level of theory: ωB97M-V/def2-TZVPD.

HOMO, Ha: -0.1554
HOMO-LUMO gap, eV: 8.373
E_LUMO, eV: 4.14

Structure (ORCA input):
```
! RIJCOSX wB97M-V def2-TZVPD def2/J DEFGRID3
* xyz -1 1
O -2.07447 -0.10490 1.63881
C -1.30526 0.03777 0.66914
O -1.13976 1.06389 -0.03216
C -0.44371 -1.18514 0.26683
C 1.05131 -0.90069 0.53974
H -0.77435 -2.03409 0.86258
H -0.60458 -1.35688 -0.80014
H 1.70193 -1.15384 -0.30240
H 1.21025 0.16388 0.75100
H 1.38860 -1.46915 1.41687
H -0.18346 2.16388 -1.07518
H 0.59790 2.16251 -2.39181
O 0.57560 2.61275 -1.54326
*
```

x.
2 unconnected molecules or ions with the total composition C3H7O3. Source: OMol25; level of theory: ωB97M-V/def2-TZVPD.

HOMO, Ha: -0.1606
HOMO-LUMO gap, eV: 8.422
E_LUMO, eV: 4.05

Structure (ORCA input):
```
! RIJCOSX wB97M-V def2-TZVPD def2/J DEFGRID3
* xyz -1 1
C 1.97263 0.67296 -0.99308
O 0.64918 1.09082 -1.21468
H 0.10255 0.25712 -1.07852
H 2.34498 0.04880 -1.81341
H 2.08934 0.20863 -0.01338
H 2.64138 1.54260 -1.05801
C -1.41432 -0.03084 1.28952
C -1.40483 -1.22896 0.32675
O -0.92718 -1.01059 -0.82651
O -1.86857 -2.30323 0.74994
H -1.50299 0.90952 0.75204
H -0.47537 -0.02737 1.84682
H -2.20679 -0.12947 2.03252
*
```

y.
2 unconnected molecules or ions with the total composition C3H7O3. Source: OMol25; level of theory: ωB97M-V/def2-TZVPD.

HOMO, Ha: -0.1500
HOMO-LUMO gap, eV: 8.154
E_LUMO, eV: 4.07

Structure (ORCA input):
```
! RIJCOSX wB97M-V def2-TZVPD def2/J DEFGRID3
* xyz -1 1
O -0.59248 1.16251 -1.72070
C -0.19463 0.71830 -0.55155
O 0.86235 1.20340 0.05569
C -0.80427 -0.68179 -0.07697
C -1.66829 -0.33896 1.15788
H -0.01363 -1.41129 0.01791
H -1.48015 -0.75059 -0.97214
H -1.95466 0.69610 1.35132
H -1.04251 -0.60186 2.15352
H -2.66228 -0.85057 1.11025
H 1.59205 -0.66330 0.39020
H 2.38717 -1.48936 1.44992
O 2.12728 -1.50521 0.58037
*
```

Which structure is most stable? w, by 0.333 eV over the runner-up.

w.
2 unconnected molecules or ions with the total composition C3H7O3. Source: OMol25; level of theory: ωB97M-V/def2-TZVPD.

HOMO, Ha: -0.1601
HOMO-LUMO gap, eV: 8.558
E_LUMO, eV: 4.20

Structure (ORCA input):
```
! RIJCOSX wB97M-V def2-TZVPD def2/J DEFGRID3
* xyz -1 1
C 1.98572 0.98303 -0.78522
C 0.77651 -0.07870 -0.85594
O -0.31775 0.50992 -1.13688
O 1.10239 -1.26580 -0.85308
H 1.65929 1.98052 -0.54377
H 2.19873 0.98135 -1.85789
H 2.83496 0.58082 -0.25644
C -1.60827 -0.07769 2.19520
O -1.83184 -0.35018 0.82398
H -1.18454 -0.17769 0.06077
H -0.72888 -0.67000 2.46093
H -1.58320 1.02610 2.30171
H -2.53961 -0.33412 2.69437
*
```

x.
2 unconnected molecules or ions with the total composition C3H7O3. Source: OMol25; level of theory: ωB97M-V/def2-TZVPD.

HOMO, Ha: -0.1722
HOMO-LUMO gap, eV: 8.787
E_LUMO, eV: 4.10

Structure (ORCA input):
```
! RIJCOSX wB97M-V def2-TZVPD def2/J DEFGRID3
* xyz -1 1
O -2.80802 1.67035 1.08287
C -1.58208 1.64314 0.99776
O -0.76086 1.12378 1.84265
H -1.04558 2.12424 0.14541
H 0.30365 0.70567 0.83767
C 0.75564 -0.19997 -0.87913
O 1.08700 0.71124 0.13048
C 0.72411 -1.66310 -0.36813
H -0.24636 0.01716 -1.28381
H 1.50275 -0.12158 -1.67707
H 0.41866 -2.33617 -1.17017
H 1.69464 -2.05423 -0.07269
H -0.04355 -1.62054 0.41416
*
```

Which structure is most stable? x, by 0.488 eV over the runner-up.

w.
2 unconnected molecules or ions with the total composition C3H4NO3. Source: OMol25; level of theory: ωB97M-V/def2-TZVPD.

HOMO, Ha: -0.0658
HOMO-LUMO gap, eV: 5.521
E_LUMO, eV: 3.73

Structure (ORCA input):
```
! RIJCOSX wB97M-V def2-TZVPD def2/J DEFGRID3
* xyz -1 1
C 1.86595 -0.47152 1.82198
C -0.19524 0.16509 -0.19201
C -1.61760 0.58246 -0.48467
N 0.20392 -0.74229 -1.24965
O 2.24684 -1.53720 1.52658
O 1.62100 0.52792 2.28603
O 0.70373 0.62783 -1.21537
H -1.78494 1.61790 -0.24772
H -2.29830 0.05469 0.14102
H -1.80960 0.43090 -1.55408
H 1.06423 -1.25576 -0.83213
*
```

x.
A gas-phase ion, C3H4NO3 (charge -1). Source: OMol25; level of theory: ωB97M-V/def2-TZVPD.

HOMO, Ha: -0.1132
HOMO-LUMO gap, eV: 7.493
E_LUMO, eV: 4.41
SMILES string: [O-]C1=CCON1O

Structure (ORCA input):
```
! RIJCOSX wB97M-V def2-TZVPD def2/J DEFGRID3
* xyz -1 1
C 0.69526 -0.57141 -0.43506
C 1.50770 -0.32321 0.60087
C -0.69217 -0.79138 -0.00556
N 0.33952 -0.27300 1.92798
O 0.83529 0.88210 2.53749
O -0.86319 -0.05257 1.14329
O 2.59935 0.06893 1.01668
H 0.96672 -0.64718 -1.40591
H -1.40457 -0.55431 -0.76383
H -0.77309 -1.93894 0.09356
H 1.85877 0.84803 2.14690
*
```

y.
2 unconnected molecules or ions with the total composition C3H4NO3. Source: OMol25; level of theory: ωB97M-V/def2-TZVPD.

HOMO, Ha: -0.1064
HOMO-LUMO gap, eV: 6.768
E_LUMO, eV: 3.87

Structure (ORCA input):
```
! RIJCOSX wB97M-V def2-TZVPD def2/J DEFGRID3
* xyz -1 1
C 0.87367 1.36139 -0.24735
C -2.51846 -0.20884 0.33594
C -1.30881 0.21476 0.01011
N -0.32920 0.92502 0.01259
O 2.48584 -1.87440 -0.07356
O -3.02916 -1.34687 0.52501
O 1.91030 0.59785 -0.03696
H 0.79048 2.45500 -0.28196
H -3.23224 0.75997 0.37838
H 2.06184 -1.85025 -0.86219
H 2.29573 -1.03363 0.23998
*
```

Which structure is most stable? y, by 1.095 eV over the runner-up.

w.
10 unconnected molecules or ions with the total composition C18H56N8O10. Source: OMol25; level of theory: ωB97M-V/def2-TZVPD.

HOMO, Ha: -0.3300
HOMO-LUMO gap, eV: 8.662
E_LUMO, eV: -0.32
SMILES string: NC(N)=O.NC(N)=O.NC(N)=O.NC(N)=O.CC(C)O.CC(C)O.CC(C)O.CC(C)O.CO.CO

Structure (ORCA input):
```
! RIJCOSX wB97M-V def2-TZVPD def2/J DEFGRID3
* xyz 0 1
C -0.06847 0.06840 0.10177
O 0.13829 0.63644 1.40019
H -1.08512 0.37342 -0.07788
H -0.01917 -0.99803 0.07234
H 0.70724 0.37319 -0.59267
H 0.82237 1.29185 1.42441
C 2.20270 2.61660 2.22258
O 2.31702 2.32290 0.83271
H 2.26855 1.72297 2.74916
H 1.33259 3.10860 2.53057
H 3.09201 3.21112 2.44759
H 2.13001 3.15378 0.34067
C -1.85658 -1.30400 -2.59405
O -0.51222 -1.53366 -2.77501
N -2.32132 -0.09742 -2.43182
N -2.72033 -2.27934 -2.61676
H -1.61660 0.66057 -2.39388
H -3.30779 0.18961 -2.27524
H -2.34592 -3.25759 -2.67844
H -3.71098 -2.05091 -2.45368
C 3.42574 -1.13487 1.11731
O 4.35837 -2.09982 0.94564
N 3.66607 0.11959 1.09538
N 2.14044 -1.38059 1.36236
H 4.64065 0.37355 1.20818
H 2.98472 0.91237 1.11501
H 1.71734 -2.32805 1.19668
H 1.33272 -0.75490 1.39922
C -3.48220 2.02931 2.96596
O -3.42325 2.85830 4.10424
N -4.58215 1.95856 2.22196
N -2.51096 1.38678 2.56248
H -5.42916 2.30343 2.67505
H -4.75762 1.51241 1.40297
H -1.55385 1.45174 3.03933
H -2.29981 1.12035 1.60080
C 0.03816 1.98644 -3.55470
O 0.68149 3.17341 -3.81229
N 0.48472 1.04817 -2.83799
N -1.10240 1.63327 -4.10400
H 1.28544 1.22175 -2.19220
H 0.17323 0.07139 -2.83346
H -1.66679 2.38335 -4.49370
H -1.64563 0.79353 -3.91600
C -3.95400 -1.03026 0.58146
C -3.65935 -1.70671 1.93762
C -2.17806 -2.12981 2.08134
O -3.85791 -1.06472 2.94947
H -3.79772 0.05046 0.51433
H -4.99495 -1.29071 0.39487
H -3.41235 -1.36758 -0.26516
H -4.12513 -2.69611 1.93504
H -1.96777 -2.82764 1.27627
H -1.94658 -2.47800 3.09066
H -1.56472 -1.21095 2.03710
H -3.53355 -0.16792 2.87918
C 0.83584 -3.78340 -0.14208
C 0.81855 -4.51317 1.14549
C 2.26159 -5.04658 1.48393
O 0.57032 -3.88707 2.24060
H 1.60685 -2.99007 -0.16083
H -0.03084 -3.18930 -0.27253
H 1.04729 -4.46917 -0.96913
H 0.20274 -5.37172 0.98630
H 2.35633 -5.49105 2.43567
H 3.03657 -4.30135 1.37346
H 2.43439 -5.90328 0.90143
H 0.16678 -4.54273 2.80835
C -1.65347 3.33048 -1.13603
C -0.67206 4.24655 -0.36042
C -0.77799 3.89362 1.07453
O 0.49627 4.02041 -0.61201
H -1.65651 3.59168 -2.18959
H -2.66282 3.37465 -0.71651
H -1.40213 2.28580 -1.05009
H -1.00175 5.25908 -0.63274
H -0.41621 2.83856 1.18158
H -1.78536 4.05775 1.51374
H -0.25675 4.57660 1.66756
H 0.63771 4.87304 -1.04703
C 4.98027 -0.25575 -1.82406
C 3.57629 0.22638 -2.21808
C 2.76163 -1.01568 -2.41783
O 2.99929 0.98056 -1.47040
H 5.19311 -0.23269 -0.71098
H 5.64058 0.45939 -2.16741
H 5.30885 -1.22803 -2.18147
H 3.65258 0.64636 -3.23463
H 3.20989 -1.64953 -3.14320
H 1.81845 -0.84754 -2.94177
H 2.54034 -1.64102 -1.56615
H 3.23389 0.77023 -0.56062
*
```

x.
10 unconnected molecules or ions with the total composition C18H56N8O10. Source: OMol25; level of theory: ωB97M-V/def2-TZVPD.

HOMO, Ha: -0.3210
HOMO-LUMO gap, eV: 8.674
E_LUMO, eV: -0.06
SMILES string: NC(N)=O.NC(N)=O.NC(N)=O.NC(N)=O.CC(C)O.CC(C)O.CC(C)O.CC(C)O.CO.CO

Structure (ORCA input):
```
! RIJCOSX wB97M-V def2-TZVPD def2/J DEFGRID3
* xyz 0 1
C -3.57642 2.94129 -1.53839
O -3.58642 1.92229 -0.56539
H -4.61442 3.13829 -1.93539
H -2.83942 2.71429 -2.21539
H -3.38342 3.87529 -1.00639
H -4.27242 1.35929 -0.87239
C 3.81058 1.78729 4.55261
O 2.57358 1.52829 3.85561
H 3.63458 1.18429 5.39061
H 3.89858 2.85529 4.63661
H 4.65458 1.42129 3.96061
H 1.84358 1.36629 4.47961
C 1.68058 -3.43171 0.80761
O 2.47158 -4.26171 0.23261
N 1.08458 -2.52171 0.06061
N 1.66458 -3.28071 2.07261
H 1.37958 -2.55571 -0.93839
H 0.79958 -1.59071 0.35161
H 1.95058 -4.11371 2.52061
H 0.84358 -2.73971 2.53261
C -0.74742 0.95629 4.08661
O 0.36458 0.21929 4.52561
N -1.37042 1.80329 4.79061
N -1.21942 0.72129 2.92061
H -1.04942 1.88029 5.77761
H -1.98342 2.51329 4.40161
H -0.61742 0.17629 2.29861
H -1.91742 1.34629 2.53561
C 4.04958 -0.69671 1.50861
O 4.76158 0.52529 1.44361
N 3.15958 -0.91171 2.40661
N 4.43258 -1.88971 1.00561
H 2.95558 -0.07671 2.99561
H 2.75558 -1.82971 2.58261
H 5.28358 -1.92871 0.40661
H 3.96258 -2.74071 1.13761
C -2.71142 3.48129 2.44561
O -1.89242 4.33329 1.79761
N -3.17242 2.36729 2.05261
N -3.09942 3.84529 3.62261
H -3.14842 2.23829 1.04761
H -3.76942 1.73329 2.60761
H -2.72942 4.70529 3.96461
H -3.84742 3.42829 4.18761
C -1.02842 0.77329 -3.99939
C -1.76042 -0.57671 -3.79039
C -2.81542 -0.60271 -4.86239
O -0.94542 -1.51571 -3.74639
H -0.70742 0.80629 -5.06039
H -0.17442 0.94729 -3.38839
H -1.67842 1.55829 -3.68839
H -2.16742 -0.42671 -2.80139
H -2.31342 -0.68871 -5.84639
H -3.45042 0.31129 -4.81339
H -3.49142 -1.51171 -4.78039
H -1.25442 -2.31671 -4.04739
C -0.12642 0.74829 -0.81439
C 1.04058 0.67029 0.13761
C 1.16058 2.04129 0.96461
O 0.84058 -0.13371 1.06961
H 0.12858 1.55229 -1.55239
H -1.01242 1.04129 -0.26939
H -0.38342 -0.24271 -1.22039
H 1.94158 0.38329 -0.39239
H 0.24458 2.30029 1.51961
H 1.38258 2.80829 0.27861
H 2.06558 1.94729 1.61561
H 1.66358 -0.41171 1.52761
C 2.33758 0.20529 -3.99839
C 2.41258 -1.13071 -3.16939
C 3.66358 -1.23071 -2.37239
O 1.45158 -1.43371 -2.44439
H 1.98258 1.11129 -3.46139
H 1.93658 0.05829 -5.00239
H 3.37958 0.43029 -4.26839
H 2.46758 -1.89671 -3.93839
H 3.73758 -0.44971 -1.63339
H 4.62058 -1.14171 -2.94239
H 3.78358 -2.18671 -1.81539
H 0.68958 -1.40971 -3.08239
C -3.04442 -3.01971 -1.51539
C -1.96842 -2.66671 -0.49839
C -2.38242 -1.31071 0.17761
O -1.60342 -3.43471 0.35661
H -4.13242 -3.05971 -1.23739
H -2.62742 -3.97571 -1.96139
H -3.02042 -2.31171 -2.26539
H -1.09842 -2.36371 -1.10139
H -1.70642 -0.98771 0.94861
H -3.42242 -1.31471 0.52161
H -2.38842 -0.57171 -0.63739
H -0.69442 -3.16871 0.36961
*
```

Which structure is most stable? x, by 2.442 eV over the runner-up.